ORCA calculation (ωB97M-V/def2-TZVPD) on a cluster of 10 separate species, C33H61N7O7 in total.

Calculated values
Gap between HOMO and LUMO   7.57 eV
Structure (SMILES)   c1cc[nH]c1.c1cc[nH]c1.c1cc[nH]c1.CNC(C)=O.CNC(C)=O.CNC(C)=O.CNC(C)=O.CC(C)=O.CC(C)=O.CC(C)=O
Strongest force on any atom   2.5 eV Å⁻¹

XYZ file:
```
108
Properties=species:S:1:pos:R:3:lowdin_charge:R:1
N 6.543 -10.528 0.548 0.00
O 6.521 -4.698 0.400 0.02
H 6.563 -8.380 0.608 0.09
H 5.477 -5.186 -1.699 0.06
H 10.522 -4.849 -0.593 0.08
N 4.356 -0.298 -1.682 0.01
H 11.908 -0.766 4.399 0.09
C 2.029 -7.332 3.744 -0.12
H 11.416 -2.386 4.950 0.08
H 3.439 -6.180 6.771 0.07
C 1.507 -2.742 7.142 -0.03
H 3.225 -6.024 -4.561 0.09
H 7.337 -6.957 6.761 0.08
O 11.239 -1.464 2.085 0.03
H 5.412 -4.936 -3.410 0.08
H 5.660 -10.749 0.986 0.14
H 12.601 -8.064 -2.106 0.09
H 3.109 -1.758 4.873 0.09
C 7.039 -9.282 0.253 -0.12
H 1.518 -2.610 8.224 0.09
C 6.189 0.576 -2.597 -0.11
H 5.281 -1.771 -0.456 0.09
C 3.898 -1.317 3.111 -0.62
H 12.035 -7.999 -0.399 0.06
H 7.072 -10.508 6.027 0.08
C 0.930 -5.691 2.799 -0.14
C 4.442 -4.485 1.527 0.02
H 7.623 -0.783 -1.561 0.09
H 7.153 -10.137 4.301 0.10
C 8.481 -10.848 -0.514 -0.13
C 4.866 -4.743 -2.486 -0.01
H 8.157 -8.576 6.950 0.08
N 2.273 -3.986 6.951 0.01
H 7.944 -6.511 1.167 0.07
C 10.581 -1.816 3.067 -0.54
H 0.261 -4.722 4.654 0.09
N 6.201 -5.923 2.251 0.03
H 8.123 -5.956 2.897 0.08
H 0.525 -4.990 2.084 0.10
C 0.777 -5.516 4.135 -0.15
C 4.141 -5.431 6.405 0.01
H 9.613 -6.087 -1.431 0.09
C 6.601 -9.946 5.221 -0.02
C 2.802 -5.355 -3.811 -0.03
C 7.524 -6.509 2.172 -0.08
C 8.279 -9.459 -0.417 -0.09
H 1.090 -2.766 4.139 0.05
H 1.981 -1.853 6.725 0.08
H 10.271 -1.083 5.025 0.08
O 12.253 -5.453 -2.440 0.05
C 7.445 -11.493 0.106 -0.14
H 1.805 -2.976 2.618 0.07
H 5.093 -5.593 6.910 0.08
H 4.062 1.137 -3.166 0.10
H 2.525 -8.257 3.998 0.10
C 6.600 -0.473 -1.715 -0.10
H 3.394 -0.517 -1.468 0.15
H 10.467 -6.403 0.122 0.07
N 9.376 -2.452 2.979 -0.01
N 1.429 -6.571 4.738 0.01
C 6.566 -8.498 5.455 -0.49
H 4.446 -3.994 2.501 0.08
H 4.482 -5.633 5.390 0.07
H 1.466 -6.696 5.740 0.12
H 5.304 -1.177 4.822 0.07
H 5.021 0.328 3.961 0.09
C 5.802 -5.049 1.315 -0.58
O 3.745 -1.211 1.917 0.04
H 8.814 -1.974 1.014 0.09
H 3.779 -5.325 1.322 0.07
H 7.411 -7.548 2.479 0.06
C 5.440 -0.993 -1.188 -0.15
H 8.983 -8.694 -0.708 0.07
C 3.455 -5.310 -2.438 -0.49
C 11.090 -1.486 4.429 -0.02
H 13.552 -7.224 -0.843 0.09
H 1.063 -1.375 2.973 0.09
H 5.663 -6.080 3.092 0.11
H 9.072 -2.909 3.827 0.13
C 3.539 -4.053 6.605 -0.56
O 4.168 -3.007 6.502 0.01
H 7.580 -2.657 2.018 0.08
H 1.720 -5.455 -3.731 0.08
H 4.263 -3.687 0.806 0.08
H 7.209 -12.547 0.087 0.10
C 10.517 -5.908 -0.848 -0.03
C 1.805 -6.759 2.504 -0.09
O 2.951 -5.743 -1.440 0.07
C 5.053 -0.756 3.849 0.01
N 2.935 -1.787 3.879 0.03
H 2.884 -4.321 -4.147 0.08
C 11.796 -6.209 -1.578 -0.47
H 5.589 -10.333 5.106 0.09
H 0.501 -3.056 6.865 0.08
H 8.930 -3.660 1.349 0.07
C 1.636 -2.211 3.376 -0.05
H 1.804 -4.872 7.081 0.12
O 5.632 -7.852 4.959 0.02
H 5.917 -1.029 3.243 0.07
C 4.796 0.656 -2.537 -0.16
H 9.314 -11.342 -0.992 0.09
H 2.102 -7.015 1.497 0.10
C 7.655 -7.881 6.278 0.00
C 12.550 -7.464 -1.198 -0.02
H 6.802 1.135 -3.288 0.08
H 4.762 -3.683 -2.254 0.08
C 8.647 -2.710 1.801 -0.09
H 8.413 -7.554 5.566 0.09
```